No. 1
C7H13BO12S2 | the ωB97M-V functional and the def2-TZVPD basis

Cartesian coordinates (Å):
C: -2.688265 2.122868 1.349076
C: -2.680718 2.017795 -0.135796
O: -1.344691 1.630653 -0.541717
B: -1.400586 0.711664 -1.526767
O: -1.647114 1.055365 -2.827017
C: -1.153033 -0.796206 -1.111884
O: -1.748868 -1.714519 -2.098608
S: -0.697386 -2.750389 -2.601705
O: -0.829907 -2.992894 -3.991826
O: -0.679759 -3.875839 -1.733071
O: 0.556098 -1.802821 -2.376573
C: 0.326074 -1.252654 -1.060116
C: 1.383474 -0.332033 -0.517612
C: 2.711600 -1.136080 -0.451065
C: 3.298286 -1.220612 0.948486
O: 4.217179 -0.511581 1.342194
O: 2.760209 -2.195293 1.726340
H: -2.215965 1.259906 1.788150
H: -2.121109 2.986237 1.644806
H: -3.710322 2.204501 1.701510
H: -2.893528 2.968886 -0.603660
H: -3.402153 1.279757 -0.487362
H: -1.270280 1.919772 -2.991663
H: -1.511920 -1.003248 -0.116455
H: 0.311379 -2.082833 -0.358677
H: 1.072496 0.021667 0.476303
H: 1.513881 0.499120 -1.198705
H: 2.480903 -2.147768 -0.765510
H: 3.443063 -0.702416 -1.105808
H: 2.183464 -2.728328 1.181891
O: 2.408704 2.506554 3.361162
S: 1.152535 1.719198 3.302188
O: 1.115229 0.703897 4.387212
O: 1.085007 1.007987 1.970441
O: -0.023978 2.629682 3.421838

Atoms 1-6, force components in eV/Å:
C -0.249 0.103 0.022
C 0.651 -0.084 0.042
O -0.149 0.316 0.036
B 0.235 -0.189 0.051
O 0.362 -0.608 -0.465
C 0.499 0.093 -0.482

Multiplicity: 1
Total energy in eV: -54388.271
Kohn-Sham gap in hartree: 0.1503
E_HOMO in eV: 0.05
Charge: -2
Maximum force in eV/A: 2.7

---

No. 2
C5H27NO8 | the ωB97M-V functional and the def2-TZVPD basis

Cartesian coordinates (Å):
C: -0.873662 -0.271369 0.639321
C: 0.005806 -0.510315 -0.651027
C: 1.132243 -1.489218 -0.309141
C: 3.359688 -2.216517 -1.462775
C: 2.176695 -1.652129 -1.376089
N: -0.571791 0.926707 1.386251
H: -1.883484 -0.172594 0.046744
H: -0.955076 -1.098689 1.359529
H: 0.533044 0.370222 -1.070878
H: -0.700647 -0.810834 -1.456624
H: 1.570784 -1.120755 0.595033
H: 0.722816 -2.472221 -0.092091
H: 3.928287 -2.117553 -2.337140
H: 3.945944 -2.847038 -0.734034
H: 1.939765 -1.048426 -2.269592
H: -0.451823 1.614994 0.660067
H: 0.330612 0.805084 1.897086
H: -3.112863 -0.476908 3.541314
H: -2.977922 -0.294126 1.948376
O: -3.106021 -0.926356 2.686905
H: -0.721263 2.674253 -2.499297
H: -1.312382 4.144624 -2.231265
O: -0.878788 3.373111 -1.827239
H: 0.495537 0.386631 3.597301
H: 0.450138 -0.568085 4.667583
O: 1.067655 0.150962 4.321758
H: -3.613756 -2.143568 1.212770
H: -3.583445 -3.040275 -0.054610
O: -3.124423 -2.338052 0.407753
H: -0.471749 0.469989 -4.355827
H: 0.805778 0.966457 -4.168905
O: 0.064709 1.146911 -4.789834
H: 1.898253 4.111877 -0.029836
H: 0.762382 3.249863 -0.528475
O: 1.649307 3.186018 -0.096082
H: -3.700759 0.937108 -1.820044
H: -2.337267 1.369264 -1.776312
O: -2.821454 0.537372 -1.906050
H: 3.190178 -0.481343 3.449666
H: 3.892847 -0.963946 2.380620
O: 3.276106 -1.361130 3.045089

Atoms 1-6, force components in eV/Å:
C -2.518 0.356 1.178
C 0.861 0.042 -1.821
C -0.165 -1.109 0.326
C 1.036 -1.563 2.106
C -0.632 1.842 -1.301
N 2.107 -2.310 -2.755

Multiplicity: 2
Total energy in eV: -23482.217
Kohn-Sham gap (alpha / beta) in hartree: 0.3631 / 0.1627
E_HOMO (alpha / beta) in eV: -13.00 / -12.98
Charge: +1
Maximum force in eV/A: 4.2
<S²>: 0.76